(1)
Entry from the OMol25 dataset: the molecule C17H13Cl2N7O2S2 in a non-equilibrium geometry (ωB97M-V/def2-TZVPD).

CARTESIAN COORDINATES (ANGSTROEM)
Cl 5.482 -2.579 -1.343
Cl -3.124 -3.996 -2.446
S 5.222 0.227 0.837
S -1.286 4.432 1.574
O 4.603 0.180 -3.510
O -2.346 1.096 1.744
N 1.261 2.379 3.777
N 3.551 0.043 -1.617
N -0.390 1.294 0.897
N -3.590 6.760 2.736
N 0.482 3.517 3.578
N 0.088 1.958 2.053
N 2.681 0.356 0.446
C -2.679 -2.667 -1.605
C -3.298 5.652 2.655
C -3.617 -1.950 -0.875
C 2.780 0.246 1.853
C -3.320 -0.768 -0.156
C -2.721 4.251 2.611
C 1.047 1.453 2.878
C -2.000 -0.351 -0.075
C 5.913 -1.020 -2.091
C 4.752 -0.126 -2.378
C 3.800 0.228 -0.230
C -1.337 -2.203 -1.619
C 1.628 0.095 2.755
C -1.075 -1.061 -0.770
C -0.182 3.264 2.490
C 4.071 0.243 2.256
C -1.635 0.751 0.811
H 1.004 -0.690 2.393
H 2.824 0.710 -2.033
H -0.050 -0.649 -0.597
H -3.551 3.524 2.144
H 4.327 0.353 3.325
H -0.685 -2.745 -2.293
H -2.406 3.972 3.619
H 6.605 -0.494 -1.373
H 6.369 -1.154 -3.106
H 2.056 -0.248 3.705
H 0.268 1.099 0.147
H -4.169 -0.205 0.274
H -4.599 -2.420 -0.685

Energy relative to the best compared isomer or geometry (same formula, charge and spin) (kJ/mol): 254.93
LUMO energy (eV): -0.169
SMILES: N#CCSc1nnc(Cc2csc(NC(=O)CCl)n2)n1NC(=O)c1ccc(Cl)cc1
Charge: 0
E_HOMO (eV): -9.384



(2)
Entry from the OMol25 dataset: C17H13CrF3I2N4O8S2 as an isolated structure in a non-equilibrium geometry (ωB97M-V/def2-TZVPD).

CARTESIAN COORDINATES (ANGSTROEM)
I 1.356 -2.792 -5.603
I -0.424 -1.815 -3.642
Cr 0.183 -1.011 -0.297
S -2.351 -2.159 -1.780
S 1.756 -2.782 -1.025
F -3.193 -1.648 0.710
F -4.128 -0.411 -0.794
F -4.708 -2.486 -0.570
O -1.283 -1.323 3.466
O -3.091 -3.009 -2.659
O -0.563 2.291 -2.446
O -1.336 -2.762 -0.915
O -1.960 -0.821 -2.297
O -0.321 -1.822 1.496
O 0.350 0.367 -1.708
O -3.011 3.482 2.049
N 1.949 -5.348 -0.641
N -0.929 0.382 0.439
N 0.893 -4.209 1.060
N 3.126 6.497 -0.603
C -1.139 1.481 -0.280
C 2.090 1.299 0.389
C 2.884 1.673 -0.704
C -2.047 1.296 2.291
C -0.973 -1.062 2.321
C -3.672 -1.645 -0.543
C -2.322 2.440 1.535
C 1.514 2.323 1.148
C -1.350 0.276 1.695
C 1.733 3.656 0.851
C -1.861 2.536 0.224
C 1.484 -4.192 -0.132
C 1.859 -0.125 0.705
C 2.871 5.385 -0.454
C 2.565 4.004 -0.210
C 3.126 2.998 -0.999
C -0.410 1.416 -1.623
H 0.886 2.067 1.995
H 0.625 -5.085 1.476
H 1.686 -0.261 1.773
H 1.927 -6.211 -0.127
H 3.311 0.896 -1.326
H 3.742 3.260 -1.849
H 2.402 -5.306 -1.536
H -3.233 3.301 2.970
H -2.375 1.191 3.318
H -2.041 3.414 -0.380
H 1.264 4.435 1.438
H 0.422 -3.362 1.394
H 2.716 -0.721 0.400

Energy relative to the best compared isomer or geometry (same formula, charge and spin) (kJ/mol): 127.12
LUMO energy (spin up / spin down) (eV): 2.049 / 2.068
Expectation value of S²: 3.851
Charge: -1
E_HOMO (spin up / spin down) (eV): -5.760 / -5.746
2S+1: 4



(3)
Entry from the OMol25 dataset: a 2-piece molecular cluster, C17H13F7N overall in a non-equilibrium geometry (ωB97M-V/def2-TZVPD).

CARTESIAN COORDINATES (ANGSTROEM)
F 3.396 0.212 4.520
F -2.106 -4.253 -3.350
F 2.557 2.071 3.644
F 4.187 0.994 2.608
F -0.110 3.280 -4.244
F -2.466 -5.854 1.099
F 0.499 5.844 -0.299
N 1.712 0.679 1.291
C -0.166 2.178 -2.141
C -1.352 -2.574 -0.166
C 0.124 3.501 -0.104
C -2.311 -5.085 -1.138
C 0.060 4.612 -2.284
C -0.126 2.240 -0.718
C 3.040 0.817 3.353
C 0.222 4.634 -0.896
C -0.370 1.078 0.080
C -1.957 -4.045 -1.998
C -2.128 -4.844 0.226
C 2.019 0.037 2.569
C -1.482 -2.818 -1.560
C -1.650 -3.644 0.730
C -0.745 -0.161 -0.455
C -0.073 3.355 -2.869
C -0.972 -1.286 0.329
H -0.815 -0.247 -1.539
H 0.066 5.517 -2.879
H 2.339 1.466 1.142
H 2.423 -0.973 2.430
H -2.688 -6.031 -1.513
H 1.112 0.007 3.180
H 0.220 3.560 0.982
H -0.862 -1.184 1.413
H -0.288 1.229 -2.660
H -1.522 -3.503 1.802
H -0.397 1.215 1.163
H 1.839 0.016 0.528
H -1.229 -2.039 -2.276

Energy relative to the best compared isomer or geometry (same formula, charge and spin) (kJ/mol): 0.00
LUMO energy (eV): -6.231
Charge: +1
E_HOMO (eV): -12.859



(4)
Entry from the OMol25 dataset: a 2-piece molecular cluster, C17H14Cl3INO5 overall in a non-equilibrium geometry (ωB97M-V/def2-TZVPD).

CARTESIAN COORDINATES (ANGSTROEM)
I 6.619 -1.880 -0.544
Cl 4.093 4.071 2.817
Cl -2.085 -4.357 3.352
Cl -4.039 -2.505 1.259
O 4.381 -0.973 1.142
O 2.271 2.066 2.381
O 3.738 3.426 1.290
O -0.367 1.017 -1.946
O -0.415 -0.949 -0.827
N 1.864 0.423 -2.209
C 0.925 1.036 -1.513
C -2.462 -2.043 1.948
C 1.210 1.703 -0.355
C 2.839 2.409 1.378
C 4.958 0.884 -0.206
C -4.484 1.113 -0.066
C -5.255 0.143 -0.673
C 5.132 -0.588 0.293
C -3.127 1.080 -0.216
C -4.666 -0.865 -1.410
C -1.535 -3.223 2.095
C -1.057 -0.006 -1.207
C 3.502 1.003 -0.627
C 3.139 0.397 -1.788
C -2.516 0.105 -0.980
C 2.515 1.685 0.090
C -3.307 -0.865 -1.564
H 5.563 1.019 -1.109
H -2.833 -1.651 -2.148
H -5.279 -1.634 -1.867
H -1.442 -3.775 1.162
H 0.441 2.228 0.199
H -0.545 -2.878 2.391
H -2.525 1.842 0.278
H -2.022 -1.315 1.268
H -2.643 -1.555 2.903
H 5.244 1.592 0.572
H -4.998 1.877 0.505
H 3.857 -0.131 -2.408
H 1.650 -0.054 -3.079
H -6.337 0.127 -0.581

LUMO energy (eV): -4.937
Charge: +1
E_HOMO (eV): -12.141